DFT (ωB97M-V/def2-TZVPD) results for a structure of composition C26H21BrCoF3N6S.

```
! RIJCOSX wB97M-V def2-TZVPD def2/J DEFGRID3
* xyz 0 5
Co -1.59 -0.65 0.27
C 3.19 0.48 5.01
C 2.32 0.55 3.78
C 2.85 0.75 2.51
C 2.04 0.82 1.40
C 0.63 0.69 1.46
N -0.17 0.75 0.30
C 0.06 1.74 -0.63
C 0.85 2.88 -0.34
C 1.14 3.86 -1.28
C 0.64 3.79 -2.57
C 0.99 4.82 -3.62
C -0.24 2.76 -2.84
C -0.54 1.76 -1.91
N -1.56 0.81 -2.30
C -2.01 0.59 -3.56
C -3.19 -0.11 -3.47
C -3.39 -0.30 -2.11
N -2.41 0.26 -1.40
C 0.11 0.45 2.74
C 0.95 0.41 3.86
N -1.31 0.27 2.98
C -1.90 -0.06 4.16
C -3.26 0.00 3.98
C -3.42 0.36 2.64
N -2.25 0.53 2.03
H 3.99 1.23 4.97
H 3.67 -0.50 5.10
H 2.62 0.65 5.92
H 3.93 0.85 2.39
H 2.47 0.97 0.42
H 1.23 2.99 0.66
H 1.76 4.70 -0.98
H 1.28 5.77 -3.16
H 0.15 5.01 -4.29
H 1.83 4.48 -4.23
H -0.73 2.75 -3.80
H -1.47 0.93 -4.42
H -3.81 -0.46 -4.29
H -4.18 -0.83 -1.60
H 0.51 0.28 4.85
H -1.33 -0.34 5.03
H -4.02 -0.21 4.71
H -4.33 0.50 2.07
F 0.90 -5.14 -3.93
C 0.27 -5.41 -2.76
F 0.84 -6.52 -2.26
F -1.00 -5.70 -3.06
C 0.47 -4.25 -1.81
C 1.78 -4.13 -1.35
C 2.13 -3.07 -0.55
C 1.15 -2.14 -0.27
N -0.11 -2.23 -0.69
C -0.50 -3.30 -1.42
S -2.17 -3.42 -1.84
H 2.51 -4.88 -1.63
H 3.13 -2.95 -0.17
H 1.39 -1.26 0.31
Br -2.90 -2.55 1.00
*
```

Properties
- HOMO level (spin up / spin down): -6.95 / -6.93 eV
- Energy relative to the best compared isomer or geometry (same formula, charge and spin): 0.00 kcal/mol
- Frontier orbital gap (spin up / spin down): 7.38 / 5.05 eV
- Largest force on an atom: 0.0099 hartree/bohr

DFT (ωB97M-V/def2-TZVPD) results for a structure of composition C26H21F2MgN5O3S at a distorted geometry.

```
! RIJCOSX wB97M-V def2-TZVPD def2/J DEFGRID3
* xyz 0 1
Mg 0.46 0.74 -0.09
C 1.28 -3.07 -0.79
C 1.71 -1.64 -0.85
N 1.33 -0.80 -1.74
N 0.54 -1.13 -2.75
C 0.31 -0.24 -3.75
N -0.54 -0.65 -4.72
S 1.02 1.24 -3.80
C 2.64 -1.07 0.12
C 3.53 -1.83 0.89
C 4.40 -1.18 1.74
C 4.40 0.21 1.76
C 3.49 0.88 0.95
N 2.63 0.26 0.17
H 1.78 -3.67 -1.55
H 1.48 -3.50 0.19
H 0.20 -3.15 -0.96
H 0.04 -2.02 -2.75
H -0.93 -1.58 -4.74
H -0.68 -0.05 -5.51
H 3.53 -2.91 0.83
H 5.07 -1.74 2.39
H 5.07 0.76 2.40
H 3.45 1.96 0.92
F 1.41 4.32 3.99
C 0.78 4.04 2.82
C 1.02 2.84 2.18
C 0.43 2.55 0.96
C -0.45 3.49 0.41
C -0.70 4.68 1.10
F -1.60 5.59 0.64
C -0.09 4.98 2.30
C -1.13 3.13 -0.84
C -1.79 4.04 -1.68
C -2.46 3.57 -2.79
C -2.48 2.21 -3.04
C -1.78 1.38 -2.18
N -1.11 1.83 -1.14
H 1.66 2.12 2.67
H -0.29 5.91 2.82
H -1.79 5.09 -1.47
H -2.99 4.26 -3.44
H -3.03 1.79 -3.88
H -1.77 0.31 -2.32
O -2.44 -2.89 -0.63
C -2.29 -3.13 0.69
C -3.02 -4.15 1.29
C -2.86 -4.42 2.63
C -1.95 -3.70 3.39
C -1.22 -2.69 2.80
C -1.40 -2.37 1.46
C -0.67 -1.20 0.88
O 0.19 -0.61 1.53
O -0.97 -0.86 -0.31
H -1.98 -2.02 -0.77
H -3.71 -4.72 0.68
H -3.45 -5.19 3.09
H -1.81 -3.92 4.44
H -0.50 -2.11 3.36
*
```

Properties
- HOMO level: -7.99 eV
- Energy relative to the best compared isomer or geometry (same formula, charge and spin): 14.38 kcal/mol
- Frontier orbital gap: 7.50 eV
- Largest force on an atom: 0.0324 hartree/bohr

DFT (ωB97M-V/def2-TZVPD) results for a cluster of 2 separate species, C26H21FNO7S3 in total at a distorted geometry.

```
! RIJCOSX wB97M-V def2-TZVPD def2/J DEFGRID3
* xyz -1 1
C -1.53 -3.28 4.87
C -1.63 -2.88 3.54
C -1.44 -1.53 3.20
C -1.10 -0.62 4.19
S -0.75 1.09 3.72
C 0.67 1.00 2.73
C 1.50 2.16 2.51
O 2.73 2.08 2.66
C 0.78 3.43 2.09
C 0.07 4.22 2.99
C -0.66 5.32 2.53
C -0.67 5.61 1.16
C 0.16 4.90 0.28
C 0.92 3.84 0.77
O -1.86 1.53 2.89
O -0.52 1.73 5.00
C -1.06 -1.00 5.53
C -1.25 -2.34 5.87
H -1.69 -4.32 5.15
H -1.88 -3.59 2.76
H -1.56 -1.18 2.17
H 1.13 0.00 2.76
H 0.06 3.95 4.05
H -1.24 5.92 3.23
H -1.30 6.43 0.78
H 0.20 5.17 -0.78
H 1.58 3.27 0.11
H -0.87 -0.26 6.31
H -1.20 -2.64 6.92
C -1.32 -5.48 -0.68
C -0.95 -5.58 -2.02
C -1.09 -4.49 -2.88
C -1.56 -3.28 -2.38
S -1.70 -1.87 -3.51
N -0.21 -0.83 -3.13
F -0.54 -0.07 -1.91
S 0.07 0.42 -4.47
C 1.75 1.01 -4.18
C 2.01 1.98 -3.21
C 3.32 2.39 -2.98
C 4.37 1.86 -3.74
C 4.09 0.95 -4.77
C 2.77 0.55 -5.01
O 0.17 -0.35 -5.68
O -0.87 1.51 -4.32
O -1.44 -2.43 -4.81
O -2.88 -1.11 -3.21
C -2.01 -3.18 -1.06
C -1.89 -4.28 -0.21
H -1.19 -6.33 -0.01
H -0.54 -6.51 -2.41
H -0.83 -4.57 -3.93
H 1.18 2.37 -2.63
H 3.54 3.12 -2.20
H 5.41 2.16 -3.56
H 4.89 0.56 -5.39
H 2.54 -0.15 -5.81
H -2.43 -2.24 -0.72
H -2.24 -4.21 0.82
*
```

Properties
- HOMO level: -3.68 eV
- Energy relative to the best compared isomer or geometry (same formula, charge and spin): 0.00 kcal/mol
- Frontier orbital gap: 5.10 eV
- Largest force on an atom: 0.0462 hartree/bohr

DFT (ωB97M-V/def2-TZVPD) results for a structure of composition C26H22AsNOPtS3.

```
! RIJCOSX wB97M-V def2-TZVPD def2/J DEFGRID3
* xyz 0 3
Pt -0.25 -0.82 1.36
S 1.52 -2.13 1.01
C 0.83 -3.67 0.45
C 1.60 -4.82 0.55
C 1.09 -6.05 0.18
C -0.21 -6.15 -0.31
C -0.99 -5.01 -0.42
C -0.47 -3.77 -0.06
As -1.42 -2.11 -0.27
C -3.27 -2.46 0.12
C -4.26 -2.46 -0.85
C -5.59 -2.57 -0.47
C -5.93 -2.66 0.88
C -4.93 -2.65 1.84
C -3.60 -2.55 1.47
C -1.27 -1.75 -2.16
C -1.79 -2.61 -3.12
C -1.60 -2.33 -4.47
C -0.88 -1.20 -4.85
C -0.34 -0.36 -3.88
C -0.53 -0.63 -2.53
H 2.61 -4.75 0.95
H 1.70 -6.94 0.27
H -0.62 -7.12 -0.58
H -2.01 -5.08 -0.79
H -4.01 -2.35 -1.90
H -6.37 -2.57 -1.22
H -6.96 -2.74 1.17
H -5.18 -2.69 2.90
H -2.83 -2.50 2.22
H -2.33 -3.50 -2.83
H -2.01 -2.99 -5.22
H -0.73 -0.99 -5.90
H 0.23 0.51 -4.18
H -0.09 0.01 -1.78
S -3.51 -0.07 4.69
C -2.32 -0.11 3.61
N -1.45 -0.14 2.82
C -0.41 4.15 -0.60
S -0.12 2.77 0.51
O 0.45 1.69 -0.36
C -1.85 2.38 0.76
C -2.48 1.51 -0.11
C -3.80 1.16 0.14
C -4.47 1.68 1.23
C -3.83 2.56 2.09
C -2.50 2.91 1.86
H -0.98 3.78 -1.46
H 0.57 4.51 -0.91
H -0.96 4.93 -0.08
H -1.94 1.10 -0.95
H -4.31 0.46 -0.52
H -5.49 1.38 1.44
H -4.34 2.94 2.96
H -1.97 3.55 2.56
*
```

Properties
- HOMO level (spin up / spin down): -7.04 / -7.90 eV
- Energy relative to the best compared isomer or geometry (same formula, charge and spin): 0.00 kcal/mol
- Frontier orbital gap (spin up / spin down): 7.50 / 6.04 eV
- Largest force on an atom: 0.0100 hartree/bohr

Number 1: E -5986.51650 Eh. Number 2: E -2301.02936 Eh. Number 3: E -2879.09899 Eh. Number 4: E -4683.57471 Eh.